Entry 1:
{"formula": "C36H54Cl7NO28", "method": "the ωB97M-V functional and the def2-TZVPD basis", "symbols": ["C", "C", "C", "C", "C", "C", "N", "O", "C", "C", "C", "H", "H", "H", "H", "H", "H", "H", "H", "H", "H", "H", "H", "H", "H", "H", "H", "H", "H", "Cl", "O", "O", "O", "O", "C", "C", "C", "O", "C", "C", "C", "O", "O", "O", "H", "H", "H", "H", "C", "C", "C", "O", "C", "C", "C", "O", "O", "O", "H", "H", "H", "H", "C", "C", "C", "O", "C", "C", "C", "O", "O", "O", "H", "H", "H", "H", "C", "C", "C", "O", "C", "C", "C", "O", "O", "O", "H", "H", "H", "H", "O", "H", "H", "O", "H", "H", "O", "H", "H", "O", "H", "H", "O", "H", "H", "O", "H", "H", "O", "H", "H", "C", "Cl", "Cl", "H", "H", "C", "Cl", "Cl", "H", "H", "C", "Cl", "Cl", "H", "H"], "positions_angstrom": [[-0.8726, -4.5231, 1.0908], [-0.2963, -3.5175, 0.0212], [-1.4182, -2.9956, -0.8378], [-1.1131, -1.8393, -1.7001], [-0.6928, -0.6083, -0.7944], [0.5121, -0.9449, 0.0658], [0.3601, -2.2923, 0.7520], [1.2071, -2.4983, 1.8366], [0.6635, 0.1323, 1.1569], [1.7955, -0.9790, -0.7552], [0.7625, -4.2479, -0.7244], [-1.2750, -5.3763, 0.5447], [-1.6574, -4.0580, 1.6874], [-0.1365, -4.8968, 1.8026], [-2.2913, -2.6619, -0.2771], [-1.6519, -3.7950, -1.5410], [-1.9463, -1.5998, -2.3608], [-0.3238, -2.0908, -2.4084], [-1.6347, -0.2317, -0.3955], [-0.4984, 0.2555, -1.4302], [1.6454, -0.0141, 1.6069], [-0.1112, -0.0750, 1.8950], [0.6719, 1.1740, 0.8362], [1.8927, -0.1020, -1.3951], [1.8099, -1.7850, -1.4888], [2.6816, -1.0630, -0.1260], [1.1678, -3.8146, -1.6388], [0.3349, -5.1596, -1.1415], [1.5360, -4.7121, -0.1125], [4.9299, -8.9876, 1.9459], [3.9859, -9.7976, 1.2633], [4.2184, -7.8460, 2.5046], [5.6067, -9.7338, 3.0263], [5.8428, -8.5104, 0.9612], [1.6046, 5.8933, -8.3227], [0.6045, 6.7822, -8.5268], [-0.6829, 6.8736, -7.7948], [-1.4923, 7.8256, -7.9527], [-0.7636, 5.8159, -6.7672], [0.2344, 4.9554, -6.4376], [1.5308, 4.8658, -7.2204], [2.4454, 4.0420, -6.9287], [-0.0011, 3.8729, -5.6078], [0.8220, 7.7525, -9.4297], [2.5101, 6.0654, -8.8855], [-1.6728, 5.7320, -6.1903], [0.7599, 3.2910, -5.6702], [0.1131, 8.3993, -9.4031], [-2.6557, -0.1568, 8.1703], [-3.7638, 0.3178, 7.5831], [-4.4746, -0.3498, 6.4132], [-5.5794, -0.0884, 6.0129], [-3.6164, -1.4221, 5.8216], [-2.4242, -1.8023, 6.2803], [-1.8406, -1.2731, 7.5857], [-0.8250, -1.5618, 8.1123], [-1.6399, -2.8506, 5.8646], [-4.3937, 1.4802, 7.9533], [-2.1568, 0.4983, 8.8691], [-3.8659, -2.0173, 4.9557], [-0.8638, -2.9200, 6.4253], [-5.2862, 1.4667, 7.5999], [6.4990, 2.6247, -1.0689], [5.5554, 3.1517, -1.9106], [4.4948, 4.0431, -1.4921], [3.7464, 4.6121, -2.3051], [4.4478, 4.2135, -0.0579], [5.3842, 3.6602, 0.7853], [6.4871, 2.7681, 0.4210], [7.4092, 2.4015, 1.1662], [5.2757, 3.9859, 2.0878], [5.7120, 2.9310, -3.2505], [7.2988, 2.0369, -1.4945], [3.6370, 4.7693, 0.3896], [5.7717, 3.3657, 2.6270], [5.1252, 3.5366, -3.7092], [-4.0084, 5.6200, 3.2257], [-4.0984, 6.9225, 2.8340], [-2.9834, 7.8302, 2.8863], [-2.9787, 9.0150, 2.5048], [-1.7774, 7.2776, 3.4947], [-1.6003, 5.9444, 3.7616], [-2.7728, 4.9924, 3.8051], [-2.6842, 3.8328, 4.2605], [-0.3672, 5.5039, 4.1919], [-5.2057, 7.4565, 2.2965], [-4.8449, 4.9404, 3.1581], [-0.9627, 7.9652, 3.6677], [-0.4843, 4.7056, 4.7120], [-5.1058, 8.3979, 2.1373], [0.5310, -3.4662, -6.0880], [-0.3115, -3.7067, -5.7024], [0.9090, -4.2970, -6.3761], [1.8814, -0.1163, -5.4416], [1.5029, -0.9169, -5.8047], [2.7177, -0.0183, -5.8968], [0.6232, -8.6170, 5.4055], [0.5453, -8.9251, 4.5026], [1.5614, -8.4738, 5.5301], [3.3118, -1.0835, 5.6465], [3.1242, -2.0167, 5.7475], [4.2613, -1.0172, 5.7485], [-3.4491, -8.5979, 4.1354], [-3.2814, -7.6556, 4.1175], [-2.5804, -8.9951, 4.1976], [1.3435, 1.8702, 6.2978], [1.6380, 1.9850, 7.2013], [1.8447, 1.1212, 5.9754], [0.0116, -9.7337, 1.9350], [0.9531, -9.6782, 1.7715], [-0.2521, -10.5645, 1.5395], [-5.8181, -8.0997, -3.1443], [-4.6453, -8.1250, -1.7725], [-5.4865, -6.5331, -3.9125], [-5.5883, -8.9510, -3.7850], [-6.8548, -8.2272, -2.8327], [-0.6934, 6.5960, -1.8654], [-1.3870, 5.1410, -1.2311], [-1.9808, 7.5006, -2.6599], [-0.2368, 7.2330, -1.1079], [0.1078, 6.3736, -2.5701], [-1.8067, -0.1036, -9.0768], [-2.3151, 0.1402, -7.3261], [-3.0276, -0.8924, -10.1003], [-1.5081, 0.8219, -9.5691], [-0.9465, -0.7677, -8.9921]], "orbital_gap_ha": 0.0845, "e_homo_ev": -7.69}

---

Entry 2:
{"formula": "C36H54N5OPPdSi", "method": "the ωB97M-V functional and the def2-TZVPD basis", "symbols": ["Pd", "O", "P", "C", "C", "C", "C", "C", "C", "C", "C", "C", "C", "C", "C", "C", "C", "C", "C", "C", "C", "H", "H", "H", "H", "H", "H", "H", "H", "H", "H", "H", "H", "H", "H", "H", "N", "C", "N", "C", "N", "C", "C", "C", "C", "N", "N", "H", "H", "H", "H", "H", "H", "H", "H", "H", "H", "H", "H", "C", "C", "C", "C", "Si", "C", "C", "C", "C", "C", "C", "C", "C", "H", "H", "H", "H", "H", "H", "H", "H", "H", "H", "H", "H", "H", "H", "H", "H", "H", "H", "H", "H", "H", "H", "H", "H", "H", "H", "H"], "positions_angstrom": [[0.4749, 0.4383, 0.3283], [-0.4547, -1.6799, -0.3026], [-0.9275, -2.7982, 0.5531], [-2.0744, -2.2577, 1.8618], [-1.7995, -1.0408, 2.4751], [-2.5685, -0.6069, 3.5397], [-3.6236, -1.3846, 3.9882], [-3.9108, -2.5882, 3.3651], [-3.1327, -3.0340, 2.3108], [0.4300, -3.5959, 1.4516], [0.2206, -4.6578, 2.3228], [1.2934, -5.1949, 3.0100], [2.5634, -4.6637, 2.8433], [2.7668, -3.5975, 1.9830], [1.7004, -3.0656, 1.2813], [-1.7829, -4.0410, -0.4663], [-3.0068, -3.6630, -1.0056], [-3.6828, -4.5149, -1.8580], [-3.1307, -5.7422, -2.1895], [-1.9101, -6.1188, -1.6552], [-1.2299, -5.2702, -0.7973], [-0.9874, -0.4187, 2.0902], [-2.3466, 0.3370, 4.0157], [-4.2227, -1.0514, 4.8237], [-4.7473, -3.1827, 3.7029], [-3.3549, -3.9759, 1.8278], [-0.7771, -5.0506, 2.4607], [1.1423, -6.0239, 3.6849], [3.3948, -5.0776, 3.3941], [3.7566, -3.1804, 1.8648], [1.8234, -2.2278, 0.6048], [-3.4169, -2.6964, -0.7429], [-4.6399, -4.2229, -2.2630], [-3.6492, -6.4001, -2.8711], [-1.4857, -7.0791, -1.9078], [-0.2746, -5.5636, -0.3832], [1.4814, 0.0645, 2.1775], [1.2629, -0.2904, 3.2771], [1.1343, -0.4835, 4.4991], [1.0389, -1.4912, 5.2831], [0.9334, -2.3283, 6.0722], [5.6627, 0.8001, -0.4370], [4.6266, 1.3200, -1.4345], [4.7576, 0.6248, -2.7986], [4.8155, 2.8311, -1.6139], [3.2816, 1.1421, -0.8691], [2.9168, -0.1570, -0.4130], [6.6629, 1.0599, -0.7699], [5.6159, -0.2802, -0.3224], [5.4909, 1.2590, 0.5335], [5.6965, 0.8805, -3.2795], [3.9461, 0.9410, -3.4534], [4.7128, -0.4581, -2.7030], [5.8438, 3.0557, -1.8859], [4.5765, 3.3405, -0.6836], [4.1624, 3.2137, -2.3948], [2.6010, 1.4052, -1.5802], [3.3633, -0.3055, 0.4944], [3.2090, -0.9049, -1.0541], [-2.9130, 0.7349, -2.0888], [-2.6928, 1.6939, -0.9180], [-3.1404, 0.9269, 0.3265], [-3.5825, 2.9259, -1.0661], [-0.7473, 2.1745, -0.7631], [-0.0363, 2.6715, -2.5746], [-1.0234, 3.4240, -3.4691], [1.2062, 3.5591, -2.4705], [0.3486, 1.3598, -3.2700], [-0.3943, 3.5914, 0.6086], [-1.1254, 3.2005, 1.8927], [1.1037, 3.6033, 0.9353], [-0.8365, 4.9913, 0.1965], [-3.9401, 0.3660, -2.0766], [-2.2464, -0.1209, -1.9986], [-2.7503, 1.2046, -3.0529], [-4.2056, 0.6995, 0.2639], [-2.9787, 1.4859, 1.2402], [-2.5951, -0.0119, 0.3879], [-4.6145, 2.6193, -1.2431], [-3.2756, 3.5606, -1.8906], [-3.5673, 3.5144, -0.1524], [-1.3765, 4.3386, -2.9976], [-1.8826, 2.8133, -3.7243], [-0.5334, 3.7021, -4.4051], [0.9320, 4.5711, -2.1881], [1.7030, 3.6211, -3.4413], [1.9111, 3.1778, -1.7425], [-0.5357, 0.7990, -3.5559], [0.9329, 0.7159, -2.6087], [0.9253, 1.5527, -4.1753], [-0.8680, 2.1738, 2.1730], [-2.2019, 3.2853, 1.7759], [-0.8323, 3.8593, 2.7101], [1.4837, 2.5800, 1.0545], [1.2800, 4.1425, 1.8657], [1.6811, 4.0900, 0.1571], [-1.8944, 5.0196, -0.0460], [-0.2823, 5.3460, -0.6671], [-0.6602, 5.6914, 1.0137]], "orbital_gap_ha": [0.2410, 0.2410], "e_homo_ev": [-7.81, -7.81]}

---

What are the total energy values for these records? In order: -6786.34137; -2511.89350 a.u..